[1]
{"formula": "C28H82N8O13", "method": "wB97M-V/def2-TZVPD", "e_lumo_ha": -0.0108, "spin_multiplicity": 1, "fmax_ev_per_a": 2.54, "homo_energy_ev": -8.5724, "species": ["N", "H", "H", "H", "H", "N", "O", "O", "O", "C", "C", "O", "O", "H", "H", "H", "H", "H", "H", "C", "C", "O", "O", "H", "H", "H", "H", "H", "H", "C", "C", "C", "O", "C", "N", "H", "H", "H", "H", "H", "H", "H", "H", "H", "H", "H", "C", "C", "C", "O", "C", "N", "H", "H", "H", "H", "H", "H", "H", "H", "H", "H", "H", "C", "C", "C", "O", "C", "N", "H", "H", "H", "H", "H", "H", "H", "H", "H", "H", "H", "C", "C", "C", "O", "C", "N", "H", "H", "H", "H", "H", "H", "H", "H", "H", "H", "H", "C", "C", "C", "O", "C", "N", "H", "H", "H", "H", "H", "H", "H", "H", "H", "H", "H", "C", "C", "C", "O", "C", "N", "H", "H", "H", "H", "H", "H", "H", "H", "H", "H", "H"], "xyz": [[0.947, -0.732, 3.927], [1.655, -0.003, 4.054], [1.351, -1.673, 4.044], [0.716, -0.813, 2.919], [0.193, -0.404, 4.525], [-1.205, -0.064, 0.986], [-0.119, -0.576, 1.340], [-1.269, 1.178, 0.821], [-2.242, -0.767, 0.868], [-0.366, -3.573, 2.470], [-0.353, -4.871, 1.678], [-1.649, -5.400, 1.506], [0.974, -3.173, 2.732], [-0.789, -3.786, 3.459], [-0.987, -2.772, 2.060], [0.347, -5.495, 2.240], [0.011, -4.655, 0.663], [-1.646, -6.342, 1.695], [1.471, -3.117, 1.900], [-4.590, 1.236, -0.191], [-5.447, 2.393, -0.634], [-6.270, 2.076, -1.757], [-5.099, 0.489, 0.927], [-3.599, 1.587, 0.122], [-4.372, 0.543, -1.010], [-4.785, 3.203, -0.923], [-6.088, 2.677, 0.208], [-6.957, 1.495, -1.412], [-4.531, -0.293, 0.894], [-1.834, -4.596, -2.577], [-2.994, -4.562, -1.615], [-3.584, -3.132, -1.409], [-4.796, -3.140, -0.704], [-4.595, -3.323, 0.678], [-4.074, -5.457, -2.050], [-2.211, -4.256, -3.547], [-1.443, -5.604, -2.723], [-0.997, -4.011, -2.195], [-2.641, -4.867, -0.628], [-3.656, -2.645, -2.387], [-2.777, -2.529, -0.968], [-5.577, -3.381, 1.151], [-4.107, -2.468, 1.160], [-4.012, -4.221, 0.899], [-4.967, -5.315, -1.600], [-4.221, -5.236, -3.033], [0.634, 1.945, -3.450], [-0.747, 1.331, -3.581], [-1.886, 1.993, -2.801], [-1.880, 3.359, -3.200], [-3.138, 3.989, -2.844], [-1.198, 1.243, -5.027], [0.670, 2.993, -3.750], [1.355, 1.286, -3.932], [0.900, 1.976, -2.387], [-0.606, 0.277, -3.320], [-1.790, 1.901, -1.710], [-2.809, 1.428, -2.989], [-2.982, 4.372, -1.832], [-3.981, 3.309, -2.920], [-3.255, 4.865, -3.480], [-1.891, 1.988, -5.035], [-0.423, 1.549, -5.605], [1.733, 3.619, 0.053], [2.344, 2.904, 1.250], [3.590, 3.613, 1.823], [4.524, 3.816, 0.787], [5.506, 4.792, 1.133], [1.350, 2.798, 2.316], [0.831, 3.099, -0.273], [2.365, 3.785, -0.820], [1.463, 4.618, 0.415], [2.663, 1.915, 0.913], [4.036, 2.937, 2.567], [3.368, 4.512, 2.409], [5.072, 5.795, 1.181], [6.306, 4.811, 0.402], [5.826, 4.561, 2.151], [0.699, 3.576, 2.325], [0.752, 2.014, 2.052], [4.625, -3.295, 1.156], [4.200, -1.924, 1.714], [5.231, -0.829, 1.651], [6.018, -0.884, 2.860], [7.200, -0.100, 2.762], [2.979, -1.521, 0.981], [4.735, -3.132, 0.080], [3.902, -4.066, 1.405], [5.619, -3.562, 1.516], [3.804, -2.116, 2.718], [4.789, 0.163, 1.808], [5.816, -0.921, 0.730], [7.665, -0.064, 3.744], [7.115, 0.863, 2.255], [7.886, -0.715, 2.160], [2.998, -1.847, 0.022], [2.831, -0.526, 1.071], [-3.939, 3.834, 4.397], [-3.543, 3.402, 2.981], [-2.248, 3.989, 2.448], [-2.384, 5.314, 1.997], [-1.179, 5.992, 1.801], [-3.451, 1.945, 2.953], [-4.306, 4.871, 4.342], [-3.168, 3.941, 5.162], [-4.823, 3.311, 4.757], [-4.320, 3.843, 2.341], [-1.796, 3.396, 1.641], [-1.483, 3.845, 3.230], [-1.278, 7.070, 1.707], [-0.728, 5.630, 0.863], [-0.403, 5.758, 2.542], [-2.774, 1.718, 2.225], [-4.242, 1.435, 2.566], [3.986, -3.855, -3.310], [2.743, -3.211, -3.914], [2.633, -1.726, -3.536], [2.081, -1.456, -2.276], [0.775, -1.924, -1.951], [2.986, -3.289, -5.380], [3.816, -4.900, -3.033], [4.173, -3.481, -2.290], [4.943, -3.673, -3.791], [1.865, -3.805, -3.647], [2.071, -1.186, -4.310], [3.635, -1.297, -3.515], [0.143, -1.871, -2.840], [0.304, -1.398, -1.123], [0.948, -2.950, -1.613], [3.234, -4.253, -5.575], [2.101, -3.134, -5.860]], "forces_ev_per_angstrom": [[1.258, 0.583, -0.267], [0.218, -0.217, -0.346], [-0.440, -0.018, 0.722], [-0.893, 0.737, -0.361], [-0.445, -0.824, -0.192], [-1.657, 0.813, 0.396], [0.466, -0.391, -0.037], [0.313, -0.782, -0.139], [1.260, 0.353, -0.049], [-0.690, -0.268, 0.885], [0.139, 0.770, -0.445], [-0.228, -0.158, 0.517], [0.303, -0.007, -0.113], [-0.014, -0.098, -0.079], [0.274, -0.066, -0.462], [-0.154, -0.437, -0.358], [0.478, -0.103, 0.188], [-0.002, -0.004, -0.013], [-0.032, 0.466, -0.016], [1.301, -0.268, 0.423], [-0.345, -0.649, 0.261], [-0.070, 0.067, 0.180], [-0.355, -0.054, -0.716], [-0.059, 0.330, -0.129], [-0.341, 0.144, -0.233], [-0.257, 0.162, 0.009], [0.227, 0.325, 0.030], [-0.011, -0.030, -0.256], [-0.146, -0.093, 0.429], [-0.262, -0.210, -0.100], [-1.393, 0.432, 1.163], [1.968, -0.227, -0.886], [0.276, 0.396, -0.199], [-0.320, 0.166, 0.653], [0.788, -0.508, -0.920], [0.465, 0.277, -0.095], [-0.232, -0.113, 0.117], [-0.143, 0.331, -0.278], [-0.041, -0.330, -0.062], [-0.911, -0.188, -0.103], [-0.358, 0.103, 0.748], [-0.020, -0.262, -0.172], [0.291, 0.002, -0.277], [-0.070, -0.005, 0.037], [0.170, 0.383, 0.342], [-0.222, -0.253, 0.003], [-0.318, 0.347, 1.151], [-0.071, -1.084, -1.137], [1.154, -0.399, 0.461], [-1.719, -0.402, -0.142], [1.678, 0.431, 0.146], [-0.008, 0.583, 1.261], [0.081, -0.168, -0.515], [0.138, 0.344, -0.267], [0.079, -0.207, -0.012], [-0.403, 0.146, 0.685], [0.469, 0.131, 0.000], [-0.206, 0.454, -0.592], [-0.547, -0.129, 0.226], [-0.064, -0.019, -0.076], [-0.126, -0.153, -0.193], [0.081, 0.003, -0.877], [-0.139, 0.094, -0.150], [-0.007, 0.658, 0.020], [0.365, 1.005, -0.288], [0.042, -0.981, -0.012], [0.252, 0.686, -0.348], [-0.916, -0.229, 0.558], [-0.199, -1.361, 0.256], [-0.039, 0.021, 0.085], [0.272, -0.290, 0.182], [-0.235, 0.033, -0.187], [-0.065, -0.171, 0.300], [-0.005, -0.097, 0.078], [-0.340, 0.321, -0.489], [-0.172, 0.050, -0.133], [0.094, -0.338, 0.026], [0.670, 0.058, -0.060], [0.309, 0.275, -0.116], [-0.130, 0.082, 0.106], [0.729, 1.299, -0.043], [-1.725, -0.791, -0.288], [0.328, 0.248, 1.996], [0.217, 0.003, -0.375], [0.678, -1.715, -0.514], [0.199, -0.743, 0.356], [-0.170, -0.490, -0.110], [-0.018, -0.060, -0.167], [-0.108, -0.157, 0.209], [0.825, 0.412, 0.399], [-0.454, -0.021, -1.163], [0.149, 0.250, 0.077], [-0.282, 0.447, 0.108], [-0.438, 0.171, 0.336], [0.242, 0.397, -0.125], [-0.078, 0.647, -0.200], [-0.226, 0.032, -0.538], [-0.489, 1.967, -0.211], [-0.791, 0.027, 0.264], [1.222, -0.568, 0.154], [-0.682, 0.637, 1.031], [1.136, -0.898, -0.938], [0.934, -0.568, -0.848], [0.054, 0.019, -0.171], [0.267, -0.833, -0.146], [0.318, -0.510, 0.038], [-0.149, -0.431, -0.228], [-0.598, -0.214, -0.300], [0.001, 0.693, 0.288], [-0.517, -0.024, 0.219], [-0.015, 0.170, -0.126], [-0.331, 0.136, 0.448], [0.224, -0.099, 0.245], [-0.538, 0.580, 0.411], [-0.188, -0.131, 2.529], [1.321, -0.048, -0.940], [-0.607, -0.285, -0.396], [0.218, 0.874, 1.313], [0.883, -0.838, -0.708], [-0.777, 0.065, 0.244], [0.235, -0.240, -0.834], [-0.267, 0.410, -0.121], [-0.291, -0.145, -0.659], [-0.124, 0.307, 0.286], [-0.124, -0.108, -0.084], [0.020, -0.008, -0.046], [-0.232, -0.225, 0.079], [0.431, 0.500, -0.055], [-0.723, -0.252, -0.144], [0.091, 0.060, -0.191], [0.161, 0.078, -0.109]]}

[2]
{"formula": "C28H82O13", "method": "wB97M-V/def2-TZVPD", "e_lumo_ha": 0.0193, "relative_energy_ev": 1.092, "spin_multiplicity": 1, "fmax_ev_per_a": 3.68, "homo_energy_ev": -9.4510, "species": ["C", "O", "H", "H", "H", "H", "C", "C", "C", "O", "H", "H", "H", "H", "H", "H", "H", "H", "C", "C", "C", "O", "H", "H", "H", "H", "H", "H", "H", "H", "C", "C", "C", "O", "H", "H", "H", "H", "H", "H", "H", "H", "C", "C", "C", "O", "H", "H", "H", "H", "H", "H", "H", "H", "C", "C", "C", "O", "H", "H", "H", "H", "H", "H", "H", "H", "C", "C", "C", "O", "H", "H", "H", "H", "H", "H", "H", "H", "C", "C", "C", "O", "H", "H", "H", "H", "H", "H", "H", "H", "C", "C", "C", "O", "H", "H", "H", "H", "H", "H", "H", "H", "C", "C", "C", "O", "H", "H", "H", "H", "H", "H", "H", "H", "O", "H", "H", "O", "H", "H", "O", "H", "H"], "xyz": [[0.132, 1.542, -2.982], [0.361, 2.949, -2.777], [0.141, 1.374, -4.005], [0.830, 0.877, -2.424], [-0.936, 1.416, -2.640], [1.263, 3.143, -2.512], [-4.139, 4.526, -2.755], [-2.865, 5.273, -2.307], [-3.238, 6.531, -1.573], [-1.967, 4.436, -1.444], [-4.850, 5.252, -3.160], [-4.493, 3.983, -1.891], [-4.108, 3.666, -3.483], [-2.262, 5.549, -3.209], [-2.388, 6.964, -1.082], [-3.996, 6.353, -0.825], [-3.738, 7.317, -2.189], [-1.271, 3.992, -1.957], [1.356, -4.297, -5.443], [1.340, -3.859, -3.965], [1.244, -2.361, -3.893], [0.220, -4.528, -3.487], [2.273, -4.017, -6.026], [0.453, -3.950, -5.980], [1.344, -5.389, -5.463], [2.251, -4.330, -3.486], [0.878, -2.001, -2.897], [0.595, -1.914, -4.696], [2.196, -1.979, -4.057], [-0.027, -4.252, -2.595], [-0.815, 6.075, 1.302], [0.364, 5.698, 0.378], [1.598, 6.653, 0.863], [0.827, 4.370, 0.695], [-1.198, 7.102, 1.048], [-0.422, 6.038, 2.297], [-1.658, 5.360, 1.213], [0.104, 5.876, -0.675], [1.529, 7.714, 0.716], [2.440, 6.277, 0.247], [1.854, 6.324, 1.856], [0.207, 3.709, 0.357], [4.467, 0.247, -2.022], [4.214, -0.749, -0.945], [5.164, -1.885, -1.013], [4.232, -0.110, 0.395], [3.733, 1.086, -1.992], [4.419, -0.304, -2.962], [5.463, 0.647, -1.942], [3.181, -1.105, -1.108], [5.208, -2.398, -0.006], [6.180, -1.507, -1.192], [4.890, -2.630, -1.722], [4.969, 0.512, 0.419], [-2.080, -1.105, 0.749], [-1.050, -0.380, -0.071], [-0.622, 0.996, 0.553], [0.099, -1.220, -0.218], [-2.512, -1.936, 0.331], [-2.929, -0.451, 1.065], [-1.602, -1.387, 1.641], [-1.360, -0.177, -1.106], [-0.025, 1.602, -0.163], [-0.054, 0.902, 1.478], [-1.581, 1.567, 0.699], [0.754, -0.960, 0.468], [1.887, 0.608, 3.538], [2.241, -0.806, 3.105], [2.320, -1.601, 4.454], [1.306, -1.428, 2.179], [2.537, 0.801, 4.391], [0.805, 0.639, 3.771], [2.157, 1.233, 2.666], [3.233, -0.732, 2.620], [1.313, -1.627, 4.891], [3.085, -1.157, 5.134], [2.565, -2.673, 4.227], [1.559, -2.196, 1.676], [-4.452, -1.728, 4.763], [-4.629, -3.070, 4.054], [-6.068, -3.561, 3.996], [-4.030, -2.974, 2.784], [-4.813, -0.935, 4.160], [-3.392, -1.508, 4.809], [-4.836, -1.774, 5.799], [-4.058, -3.783, 4.546], [-6.551, -3.663, 4.977], [-6.130, -4.532, 3.514], [-6.753, -2.962, 3.361], [-4.551, -2.323, 2.293], [-3.601, -6.921, 2.050], [-3.365, -6.203, 0.738], [-4.528, -5.237, 0.475], [-2.108, -5.519, 0.759], [-3.409, -6.235, 2.842], [-2.866, -7.714, 2.119], [-4.621, -7.384, 2.115], [-3.172, -6.863, -0.097], [-5.475, -5.813, 0.338], [-4.285, -4.649, -0.429], [-4.575, -4.546, 1.364], [-1.899, -5.247, 1.697], [5.408, 3.649, -1.425], [4.131, 4.443, -1.673], [4.490, 5.733, -2.428], [3.188, 3.724, -2.540], [5.806, 3.379, -2.422], [5.288, 2.799, -0.745], [6.097, 4.331, -0.921], [3.548, 4.651, -0.776], [3.542, 6.326, -2.565], [4.929, 5.487, -3.411], [5.171, 6.298, -1.827], [3.584, 3.719, -3.387], [-0.241, -3.887, -0.410], [-1.156, -4.127, -0.016], [-0.175, -2.988, -0.209], [2.233, -3.892, 1.330], [1.921, -4.565, 2.004], [1.438, -3.980, 0.752], [-1.393, -3.632, 2.889], [-2.238, -3.330, 2.573], [-0.998, -2.770, 3.103]], "forces_ev_per_angstrom": [[-1.115, 0.984, 2.338], [-0.318, -0.140, 0.269], [0.282, -0.717, -1.971], [-0.513, 0.466, -0.338], [1.143, -0.395, -0.195], [0.463, -0.040, -0.036], [0.368, -1.009, -0.330], [1.493, -1.224, -1.209], [-0.851, 0.710, -0.081], [-1.359, 0.872, -0.573], [-0.113, -0.192, 0.324], [-0.647, 0.394, 0.595], [0.852, 1.124, 0.242], [-0.379, -0.174, 0.615], [0.487, 0.251, 0.160], [-0.127, -0.432, 0.564], [0.700, -0.717, -0.086], [-0.220, 0.201, -0.314], [0.801, -0.259, -0.648], [0.478, -1.088, -1.391], [-1.907, 0.452, 0.738], [-1.204, -0.336, 0.580], [-0.741, 0.147, 0.643], [0.454, -0.009, 0.372], [-0.111, 0.009, -0.004], [-0.536, 1.021, -0.194], [0.292, -0.278, -0.686], [0.337, -0.687, 0.796], [1.898, 0.979, -0.202], [0.227, 0.090, 0.251], [-0.609, 0.026, -1.436], [0.759, 1.793, 2.004], [-0.206, -2.968, -2.082], [-0.101, 0.519, -0.630], [0.404, -0.920, 0.376], [-0.046, 0.151, 0.749], [0.430, 0.378, -0.052], [0.290, -0.434, 0.193], [-0.491, 0.375, 0.124], [-0.163, 0.484, 0.198], [-0.154, 0.335, 0.571], [-0.068, 0.337, -0.026], [-0.752, 0.656, -0.358], [-1.251, 0.729, 1.136], [1.224, -0.596, 2.333], [-0.179, -0.561, -1.148], [0.517, -0.629, -0.195], [-0.134, 0.284, -0.244], [0.577, 0.305, 0.038], [0.287, 0.047, 0.589], [-0.180, 0.457, -1.058], [-0.104, -0.223, -0.187], [-0.145, -0.461, -0.810], [0.012, -0.085, -0.102], [-0.660, 2.935, 0.883], [1.083, 1.153, -0.377], [-1.390, 0.176, -0.999], [0.618, 0.357, 0.027], [-0.736, -2.123, -1.425], [0.583, -0.162, -0.381], [0.657, -0.443, 1.289], [-0.335, -0.111, 0.366], [-0.210, -0.603, 0.290], [-0.226, -0.142, 0.070], [0.982, -0.338, 0.207], [-0.516, -0.168, -0.158], [-0.500, -0.482, -1.848], [0.966, -1.373, 0.894], [0.315, -1.191, -1.379], [-1.008, 2.606, 1.286], [-0.348, 0.447, -0.087], [0.605, 0.384, 0.106], [-0.471, 0.370, 0.704], [-0.402, -0.423, 0.201], [0.272, 0.265, 0.202], [-0.715, -0.446, -0.463], [0.055, 0.871, 0.374], [1.413, -1.014, 0.466], [0.648, -1.163, 0.827], [-1.218, 1.582, 0.204], [-0.851, -0.066, -0.546], [-0.407, 0.305, -0.972], [-1.096, 0.855, -0.306], [0.381, -0.177, 0.248], [-0.081, 0.374, -0.617], [1.092, -1.464, 1.096], [0.359, 0.173, -0.131], [0.277, -0.373, 0.057], [0.538, 0.284, 0.398], [0.222, -0.094, -0.203], [-0.312, -1.348, -1.034], [-0.281, 0.560, -0.159], [0.351, 0.203, 0.182], [0.218, 0.688, 1.910], [-0.197, 0.590, 0.875], [0.108, -0.309, 0.279], [0.877, 0.589, 0.022], [-0.708, -0.550, -0.167], [0.645, 0.602, 0.096], [-0.386, -0.184, 0.345], [-0.261, -0.722, -1.040], [-0.150, -0.252, -1.387], [-0.291, 0.327, 0.135], [-0.431, -0.011, -1.300], [-1.700, -0.137, 0.161], [-0.119, -0.005, 2.077], [0.084, -0.190, 0.660], [-0.144, -0.032, -0.499], [0.216, -0.080, -0.174], [0.217, -0.049, 0.056], [1.028, -0.471, -0.055], [-0.067, 0.188, 0.378], [0.553, 0.555, 0.128], [0.493, -0.137, -1.498], [-2.117, -2.987, 0.380], [2.071, -0.164, -0.900], [0.356, 2.956, 0.191], [-1.660, -1.504, 0.687], [0.946, 1.152, -0.682], [0.451, 0.108, -0.389], [0.915, 0.418, 0.393], [-1.153, -0.027, -0.207], [0.504, -0.561, 0.017]]}